#w
This record from the Open Molecules 2025 dataset describes a structure of composition C3H4N2O2. The level of theory is ωB97M-V with the def2-TZVPD basis set.

Geometry as XYZ:
```
11
Properties=species:S:1:pos:R:3
C 0.047 -0.334 -0.443
C -0.396 0.907 -0.537
C -1.671 0.614 0.079
H 2.218 -0.256 1.268
H 1.404 -1.634 -0.156
H -0.112 2.024 -0.357
H -2.418 1.215 0.303
N 1.422 -0.580 -0.573
N -0.721 -1.303 -0.210
O 2.178 0.129 0.380
O -1.950 -0.782 0.245
```

Summary:
- Highest occupied orbital energy: -0.352 hartree
- HOMO-LUMO gap: 10.244 eV

Mulliken atomic charge list, values in e, 4 entries: atom 1 (C): 0.438, atom 2 (C): -0.260, atom 3 (C): -0.299, atom 4 (H): 0.317

=====

#x
This record from the Open Molecules 2025 dataset describes a cluster of 2 separate species, C3H4N2O2 in total. The level of theory is ωB97M-V with the def2-TZVPD basis set.

Geometry as XYZ:
```
11
Properties=species:S:1:pos:R:3
C -1.333 -1.159 -0.182
C -0.419 -1.527 0.672
C 1.189 1.268 0.061
N 2.599 0.867 0.062
N 1.847 0.304 -0.725
O -1.489 0.166 -0.472
O 0.241 -1.804 1.597
H -1.738 -1.838 -0.941
H 0.447 0.983 0.799
H 1.052 2.283 -0.296
H -2.396 0.457 -0.575
```

Summary:
- Highest occupied orbital energy: -0.326 hartree
- SMILES: C1N=N1.O=C=CO
- HOMO-LUMO gap: 9.037 eV

Mulliken atomic charge list, values in e, 4 entries: atom 1 (C): -0.308, atom 2 (C): 0.579, atom 3 (C): -0.108, atom 4 (N): -0.278

=====

#y
This record from the Open Molecules 2025 dataset describes a cluster of 2 separate species, C3H4N2O2 in total. The level of theory is ωB97M-V with the def2-TZVPD basis set.

Geometry as XYZ:
```
11
Properties=species:S:1:pos:R:3
C -1.379 -0.506 -0.140
N 0.044 -0.200 0.022
N 0.834 -1.421 0.662
C 0.940 -1.121 -0.538
O 2.155 1.680 0.310
C 1.107 2.069 0.649
O 0.104 2.547 1.003
H -1.575 -1.453 -0.658
H -1.837 -0.540 0.852
H -1.830 0.321 -0.697
H 1.438 -1.377 -1.465
```

Summary:
- Highest occupied orbital energy: -0.359 hartree
- SMILES: CN1C=N1.O=C=O
- HOMO-LUMO gap: 10.585 eV

Mulliken atomic charge list, values in e, 4 entries: atom 1 (C): -0.850, atom 2 (N): -0.121, atom 3 (N): -0.407, atom 4 (C): 0.174

=====

#y ends up most stable, edging out the next structure by 200.1 kJ/mol.